1.
# C20H30BrN2O2S2

A gas-phase ion, C20H30BrN2O2S2 (charge +1) (wB97M-V/def2-TZVPD, the OMol25 dataset).

```
57
Properties=species:S:1:pos:R:3:forces:R:3:nbo_charge:R:1
C 6.389 2.200 1.627 -1.11 -0.77 -0.35 -0.67
C 4.772 2.479 1.797 -3.44 0.10 0.17 0.04
C 4.079 3.968 1.978 -2.31 -3.38 -0.30 -0.24
C 2.424 4.124 2.098 0.89 -3.76 -0.50 -0.19
C 1.426 2.792 2.039 4.92 -0.06 -0.36 -0.25
C 2.171 1.311 1.854 1.36 2.71 -0.34 -0.03
C 1.193 0.001 1.747 -0.17 -0.51 0.72 -0.47
C 1.588 -1.075 0.577 2.91 0.14 2.50 -0.07
C 2.289 -0.576 -0.817 -0.99 -2.29 0.47 0.01
Br 1.757 1.155 -1.664 0.76 -0.84 1.20 0.09
O 1.660 -1.566 -1.753 -1.72 0.69 1.88 -0.54
C 0.268 -1.724 -1.245 -1.12 -0.32 -1.04 0.24
C -0.705 -2.662 -2.173 1.05 -0.17 -1.40 -0.47
C -0.755 -1.931 -3.675 0.34 0.54 0.35 -0.42
C -1.413 -0.421 -3.634 1.46 0.80 -1.03 -0.56
S -3.269 -0.389 -3.340 0.22 0.03 1.02 0.18
C -3.748 1.003 -2.170 0.25 3.25 0.00 -0.09
S -4.048 2.551 -2.880 0.52 -3.60 1.59 0.12
N -3.905 0.896 -0.669 0.40 -1.95 -1.83 -0.52
C -5.330 0.503 -0.332 -1.05 0.92 1.19 -0.26
C -5.421 0.507 1.333 0.85 0.33 -1.62 -0.09
O -4.659 -0.682 1.783 1.23 1.86 -0.56 -0.54
C -3.222 -0.395 1.556 0.13 -0.48 -0.36 -0.08
C -2.881 -0.018 -0.033 0.65 -0.41 1.09 -0.27
N 0.552 -2.158 0.206 0.43 0.15 -0.01 -0.43
C 1.180 -3.555 0.396 1.04 -2.01 -0.06 -0.47
C 3.797 1.129 1.736 -2.55 4.04 0.49 -0.28
H 7.061 3.144 1.807 -1.50 -1.96 -0.28 0.25
H 6.660 1.292 2.349 -0.44 2.22 -1.42 0.24
H 6.544 1.782 0.521 -0.24 1.11 2.37 0.24
H 4.761 4.931 1.991 -1.61 -2.28 0.00 0.25
H 1.878 5.181 2.194 1.62 -2.55 -0.20 0.25
H 0.244 2.914 2.125 2.96 -0.40 -0.24 0.25
H 1.304 -0.581 2.783 -0.35 1.16 -2.25 0.25
H 0.051 0.237 1.636 2.17 0.13 0.19 0.23
H 2.399 -1.758 1.126 -1.39 1.77 -1.42 0.24
H 3.442 -0.799 -0.608 -2.55 1.01 -1.39 0.27
H -0.383 -0.768 -1.065 1.85 -1.16 -0.62 0.23
H -0.235 -3.725 -2.338 -0.88 2.04 0.46 0.24
H -1.803 -2.782 -1.785 2.23 0.48 -0.34 0.26
H 0.356 -1.798 -4.073 -2.34 -0.29 0.92 0.24
H -1.318 -2.593 -4.464 0.96 1.22 1.79 0.25
H -1.240 0.034 -4.724 -0.43 -0.94 2.44 0.25
H -0.876 0.321 -2.895 -1.01 -1.63 -1.40 0.24
H -6.031 1.374 -0.711 1.48 -1.87 0.56 0.24
H -5.642 -0.526 -0.806 0.53 1.86 1.10 0.21
H -4.810 1.456 1.695 -1.62 -1.69 -0.68 0.19
H -6.538 0.524 1.687 2.42 -0.41 -0.49 0.23
H -2.655 -1.421 1.782 -1.25 2.23 -0.34 0.18
H -2.819 0.441 2.293 -0.99 -1.58 -1.50 0.19
H -1.843 0.551 -0.014 -1.98 -1.01 -0.16 0.20
H -2.724 -1.043 -0.576 -0.55 1.80 0.61 0.18
H -0.304 -2.044 0.794 0.74 -0.20 -0.57 0.45
H 0.550 -4.409 -0.097 0.88 1.96 0.91 0.26
H 2.257 -3.607 -0.107 -2.55 0.48 1.01 0.26
H 1.319 -3.833 1.537 -0.49 1.01 -2.32 0.26
H 4.208 0.038 1.601 -0.64 2.46 0.36 0.22
```
Forces are in eV/Å.

Results
LUMO level	-3.20	eV
highest occupied orbital energy	-10.785	eV
net charge	+1


2.
# C23H23N3O

C23H23N3O in the gas phase (wB97M-V/def2-TZVPD, the OMol25 dataset).

```
50
Properties=species:S:1:pos:R:3:forces:R:3:nbo_charge:R:1
N -2.195 5.653 2.460 -0.08 1.34 3.56 -0.78
C -2.495 4.873 1.423 1.63 -0.02 -0.44 0.21
C -3.483 5.277 0.518 -1.46 0.51 1.47 -0.34
C -3.622 4.541 -0.592 1.32 -0.53 -0.60 0.06
N -2.770 3.515 -0.911 -0.84 -0.25 0.17 -0.53
C -1.838 3.126 -0.009 -1.05 2.30 0.07 0.43
N -1.014 2.057 -0.274 0.27 -0.96 -0.05 -0.47
C -1.287 0.882 0.534 -0.30 1.67 1.67 -0.20
C -0.210 -0.105 0.501 2.12 -0.83 2.62 -0.43
C 0.503 -0.314 -0.791 2.72 2.23 -2.40 0.21
C 0.547 0.920 -1.787 -1.87 1.80 1.76 -0.38
C -0.826 1.709 -1.661 3.93 1.81 0.85 -0.22
O 1.953 -0.471 -0.708 0.34 -2.34 1.21 -0.52
C 2.277 -1.929 -0.783 1.38 1.74 -0.11 0.06
C 2.648 -2.505 0.518 0.41 1.99 2.51 -0.07
C 2.678 -3.835 0.815 0.47 -2.29 -1.26 -0.20
C 3.084 -4.288 2.027 -0.22 1.90 1.78 -0.20
C 3.397 -3.421 3.090 0.16 -1.47 -1.35 -0.21
C 3.371 -2.083 2.876 -0.45 -0.20 -1.77 -0.22
C 2.958 -1.637 1.595 0.05 0.75 0.51 -0.18
C 1.101 -2.564 -1.369 -0.84 0.52 -1.25 -0.05
C 0.898 -3.806 -1.979 -1.54 -0.34 0.55 -0.20
C -0.359 -4.090 -2.571 1.21 -0.60 0.63 -0.21
C -1.307 -3.104 -2.612 -0.47 1.54 -1.92 -0.22
C -1.019 -1.814 -2.166 1.15 -0.80 1.55 -0.19
C 0.162 -1.537 -1.426 -3.35 -3.54 -3.07 -0.01
C -1.582 3.855 1.182 -2.47 -0.79 -2.90 -0.37
H -3.038 6.150 2.837 1.74 -0.59 0.07 0.39
H -1.481 5.213 3.114 -1.82 1.27 -0.80 0.39
H -4.274 6.082 0.695 1.58 -1.00 0.18 0.21
H -4.425 4.989 -1.179 0.31 -1.24 -1.16 0.19
H -1.442 1.265 1.621 -0.22 -1.07 -1.87 0.22
H -2.082 0.294 0.123 -1.75 0.33 -0.04 0.17
H -0.632 -1.035 0.974 0.61 0.49 -0.78 0.22
H 0.598 0.198 1.184 -0.14 0.07 -0.01 0.23
H 0.739 0.702 -2.811 -0.10 -1.03 -0.75 0.22
H 1.416 1.576 -1.535 -0.89 -0.44 0.41 0.23
H -1.560 1.112 -2.018 -2.71 -1.74 -1.29 0.17
H -0.832 2.684 -2.149 0.14 -0.40 -0.66 0.22
H 3.153 -1.923 -1.444 -0.12 -0.29 -0.03 0.22
H 2.544 -4.712 0.142 -0.35 1.33 -0.18 0.21
H 3.004 -5.303 2.168 0.29 -2.23 0.56 0.20
H 3.769 -3.811 3.999 0.13 -0.44 0.92 0.21
H 3.746 -1.506 3.684 -0.13 1.19 0.22 0.21
H 2.837 -0.552 1.480 0.26 -0.60 -0.35 0.23
H 1.553 -4.649 -1.840 0.58 0.19 -0.25 0.21
H -0.589 -5.081 -2.991 0.36 0.53 0.23 0.22
H -2.152 -3.175 -3.327 0.23 -0.34 0.96 0.21
H -1.734 -1.062 -2.329 -0.84 0.96 -0.17 0.20
H -0.689 3.641 1.698 0.64 -0.02 0.98 0.22
```
Forces are in eV/Å.

Results
LUMO level	0.81	eV
relative energy (zero: lowest compared OMol25 entry of this formula, charge and spin)	3.932	eV
highest occupied orbital energy	-8.289	eV


3.
# C3H4NS

A gas-phase ion, C3H4NS (charge +1) (wB97M-V/def2-TZVPD, the OMol25 dataset).

```
9
Properties=species:S:1:pos:R:3:forces:R:3:nbo_charge:R:1
C 0.891 1.247 0.385 1.64 -3.37 0.12 0.29
C 1.391 -1.165 0.283 -1.38 -0.90 -0.74 -0.39
C -1.292 -0.605 -0.295 0.80 -1.78 0.13 -0.59
N 1.378 0.165 0.415 -1.47 1.99 -0.05 -0.21
S -0.124 -1.834 -0.307 -0.14 3.20 1.03 0.77
H 0.451 2.210 0.322 0.10 0.56 0.07 0.30
H 2.186 -1.909 0.452 -0.20 1.13 -0.04 0.30
H -1.236 0.461 0.147 -0.14 -2.13 -0.97 0.26
H -2.227 -1.122 -0.659 0.79 1.31 0.45 0.28
```
Forces are in eV/Å.

Results
LUMO level (spin up / spin down)	-6.01 / -6.02	eV
relative energy (zero: lowest compared OMol25 entry of this formula, charge and spin)	3.152	eV
highest occupied orbital energy (spin up / spin down)	-13.487 / -13.487	eV
net charge	+1


4.
# C3H3N3O

2 unconnected molecules or ions with the total composition C3H3N3O (wB97M-V/def2-TZVPD, the OMol25 dataset).

```
10
Properties=species:S:1:pos:R:3:forces:R:3:nbo_charge:R:1
N -0.772 1.118 -1.839 0.82 -0.31 0.30 -0.61
C 0.064 0.701 -1.062 -0.28 0.58 0.01 0.52
C 0.959 0.354 -0.147 0.01 0.53 -0.13 -0.58
C 0.651 0.407 1.316 -0.30 0.23 -0.05 0.41
O -0.023 1.223 1.908 0.27 -0.46 -0.81 -0.51
H -1.409 0.485 -2.317 0.01 -0.05 0.26 0.40
H 1.945 0.021 -0.484 -0.41 -0.02 0.21 0.26
H 1.076 -0.438 1.873 0.35 -0.09 0.14 0.11
N -1.205 -1.486 0.061 -0.63 -1.78 0.99 -0.02
N -1.287 -2.386 0.690 0.18 1.36 -0.92 0.02
```
Forces are in eV/Å.

Results
LUMO level	0.61	eV
relative energy (zero: lowest compared OMol25 entry of this formula, charge and spin)	1.131	eV
highest occupied orbital energy	-9.513	eV


5.
# C6H5N4O

A gas-phase ion, C6H5N4O (charge +1) (wB97M-V/def2-TZVPD, the OMol25 dataset).

```
16
Properties=species:S:1:pos:R:3:forces:R:3:nbo_charge:R:1
O -1.960 2.522 0.733 0.16 -0.25 0.19 -0.35
C -1.274 1.711 0.222 -0.06 -0.68 -1.16 0.52
C 0.219 1.793 -0.039 0.87 4.82 0.35 0.01
N 1.215 1.093 0.054 1.90 -1.99 0.32 -0.25
C 1.353 -0.302 0.281 0.10 -1.59 -1.63 -0.13
N 0.111 -1.013 0.543 -0.88 0.37 0.53 -0.32
C -1.047 -0.727 0.183 2.35 -0.07 0.54 0.41
N -2.114 -1.500 0.631 -2.38 0.97 -0.71 -0.61
C -3.241 -0.861 0.080 2.38 0.42 -0.76 0.65
N -3.176 0.144 -0.576 -0.30 -1.09 1.12 -0.31
C -1.549 0.490 -0.586 -2.96 -0.81 2.26 -0.15
H 0.470 2.888 -0.326 -0.70 -1.40 0.27 0.26
H 1.572 -0.778 -0.718 0.58 0.78 0.60 0.26
H 2.209 -0.648 0.933 -1.28 0.94 -0.34 0.28
H -1.960 -2.456 0.871 -0.42 -0.64 0.31 0.47
H -1.314 0.555 -1.594 0.65 0.21 -1.89 0.28
```
Forces are in eV/Å.

Results
LUMO level (spin up / spin down)	-7.31 / -8.38	eV
relative energy (zero: lowest compared OMol25 entry of this formula, charge and spin)	2.954	eV
highest occupied orbital energy (spin up / spin down)	-14.339 / -13.937	eV
net charge	+1


6.
# C10H10S

2 unconnected molecules or ions with the total composition C10H10S (wB97M-V/def2-TZVPD, the OMol25 dataset).

```
21
Properties=species:S:1:pos:R:3:forces:R:3:nbo_charge:R:1
S 2.745 0.074 -1.018 -0.09 -0.94 1.33 0.01
C 1.785 -0.461 0.227 1.67 0.74 -2.93 -0.23
C 0.755 0.364 0.743 -1.39 -0.77 1.97 -0.17
C 0.411 1.581 0.228 1.87 2.75 -2.49 -0.16
C -0.610 2.399 0.673 -0.06 -1.08 0.68 -0.20
C -1.400 1.931 1.741 1.23 0.72 -2.16 -0.18
C -1.010 0.741 2.281 -2.19 -1.99 1.43 -0.22
C -0.018 -0.099 1.821 1.39 0.94 0.11 -0.17
H 1.785 -1.505 0.479 0.24 -0.30 0.49 0.21
H 1.123 2.005 -0.585 -1.52 -0.91 1.26 0.24
H -0.775 3.321 0.160 -0.23 0.48 -0.06 0.22
H -2.295 2.456 1.982 -0.40 0.17 0.63 0.22
H -1.721 0.286 2.977 0.47 0.30 0.40 0.21
H 0.359 -0.933 2.426 -0.68 -0.07 -0.48 0.22
C -0.381 -2.676 -1.116 -0.76 0.31 -2.40 -0.53
C -0.190 -1.601 -1.885 -0.74 -1.60 -0.13 0.12
C 0.055 -0.712 -2.804 4.31 -1.37 -0.35 -0.50
H -0.671 -2.536 -0.110 0.10 -0.04 1.17 0.22
H -0.617 -3.692 -1.597 0.69 1.68 0.72 0.23
H 1.237 -0.712 -3.122 -2.90 0.44 0.95 0.24
H -0.569 -0.233 -3.504 -1.01 0.53 -0.16 0.23
```
Forces are in eV/Å.

Results
LUMO level	-0.89	eV
relative energy (zero: lowest compared OMol25 entry of this formula, charge and spin)	2.162	eV
highest occupied orbital energy	-8.590	eV


| no. | E_tot (Ha) | maximum force (eV Å⁻¹) |
| --- | --- | --- |
| 1 | -4409.6267 | 4.94 |
| 2 | -1129.6503 | 5.76 |
| 3 | -569.2317 | 3.75 |
| 4 | -355.5983 | 2.13 |
| 5 | -525.4103 | 4.91 |
| 6 | -785.0963 | 4.54 |